(1)
Entry from the OMol25 dataset: C2AlF6NO2S2 as an isolated structure (ωB97M-V with the def2-TZVPD basis set).

Geometry as XYZ:
```
14
Properties=species:S:1:pos:R:3:forces:R:3
Al -0.8152 0.6369 -1.9893 -0.4 -1.1 1.4
N -0.3129 0.2601 0.9356 0.0 0.6 -2.2
S 1.0555 0.3899 0.0453 1.4 -1.0 3.6
O 0.8580 0.5549 -1.4797 -2.1 0.3 -2.5
C 1.3882 2.1804 0.5137 1.0 1.7 1.2
F 1.1633 2.3536 1.7968 -0.1 -0.5 -0.6
F 0.5977 2.9711 -0.1991 -0.3 -0.4 -0.3
F 2.6492 2.4422 0.2329 -0.5 -0.5 -0.2
S -1.5544 -0.6384 0.4604 -0.2 -0.9 3.3
O -1.9514 -0.3291 -1.0091 1.0 1.8 -3.4
C -0.8802 -2.3955 0.2068 0.1 -2.1 0.2
F -0.6358 -2.6409 -1.0708 0.1 0.5 -0.2
F 0.2285 -2.5381 0.9089 -0.2 0.5 -0.1
F -1.7907 -3.2471 0.6476 0.2 0.9 -0.2
```
Forces are in eV/Å.

## Properties
E_LUMO (alpha / beta)	-13.841 / -13.842	eV
highest occupied orbital energy (alpha / beta)	-0.7105 / -0.7105	Eh
Kohn-Sham gap (alpha / beta)	0.2018 / 0.2019	Eh
M	275.13	g mol⁻¹
DFT total energy	-1918.656640	Eh
total charge	+2

Results of the Löwdin charge analysis, in e, for atoms 1 through 6: 1.16, -0.45, 1.18, -0.35, -0.73, 0.21

=====

(2)
Entry from the OMol25 dataset: a 8-piece molecular cluster, C46H42BFN3O28 overall (ωB97M-V with the def2-TZVPD basis set).

Geometry as XYZ:
```
121
Properties=species:S:1:pos:R:3:forces:R:3
C -2.6322 3.7367 3.7822 1.0 1.3 -0.1
C -2.9782 4.5153 2.3429 1.9 -1.5 0.5
F -3.3971 5.9191 2.5811 0.8 -1.3 0.3
B -3.9914 3.6506 1.3705 -0.5 0.8 0.1
C -5.4690 4.3276 1.1310 -0.8 0.9 -0.7
C -6.5409 4.1301 2.3518 -0.6 0.5 -1.2
N -7.8879 3.7232 1.7197 0.8 -1.8 0.8
N -6.1812 3.0764 3.3717 -0.4 0.6 0.0
N -6.8258 5.4780 3.0458 2.0 -1.2 1.0
H -1.5792 4.1390 4.1693 -2.2 -0.9 -0.6
H -3.4051 3.9940 4.6244 1.3 -0.7 -1.6
H -2.5067 2.5810 3.5877 -0.6 2.4 0.4
H -1.9284 4.5775 1.7821 -2.3 0.1 1.3
H -3.4617 3.6183 0.2956 0.4 0.1 -0.9
H -4.0294 2.5057 1.7169 -0.4 0.4 0.3
H -5.8910 3.8585 0.1188 0.5 0.9 2.2
H -5.3123 5.4841 0.8805 -0.7 -2.3 0.6
H -7.7067 3.0001 0.9666 0.0 1.2 1.1
H -8.4029 3.1691 2.4674 0.7 1.0 -1.0
H -6.0443 2.1286 2.9593 0.3 1.5 0.3
H -5.4068 3.3621 4.0086 -0.7 -0.5 -1.3
H -7.0329 5.2825 4.0662 0.2 0.1 -1.5
H -5.9054 6.0103 3.0840 -1.4 -1.0 -0.2
C -2.1975 -2.4829 0.4516 0.3 -0.3 -0.5
C -2.6420 -1.5854 1.3334 -0.4 -1.0 1.6
C -2.7919 -0.1497 0.9674 -0.4 1.4 0.4
O -3.2208 0.6483 1.7933 0.9 -1.9 -0.4
C -2.4075 0.2585 -0.3928 -0.1 0.1 0.2
C -1.9597 -0.6386 -1.2734 0.3 0.9 -1.4
C -1.8361 -2.0783 -0.9158 -0.1 -0.2 0.5
O -1.4388 -2.8823 -1.7524 0.0 0.2 0.0
O -1.5941 -0.2614 -2.5526 -0.3 -1.4 1.7
O -2.9811 -1.9577 2.6213 0.3 1.1 -1.6
H -2.0858 -3.5300 0.7035 -0.1 0.1 -0.1
H -2.5044 1.3078 -0.6401 -0.1 0.1 0.1
H -1.3061 -1.0889 -2.9963 -0.1 0.6 0.0
H -3.2748 -1.1313 3.0629 0.1 -0.2 -0.2
C 0.2025 -4.5342 -6.2781 0.2 -0.1 -0.5
C -0.2420 -3.6368 -5.3963 -0.4 -1.1 2.0
C -0.3919 -2.2011 -5.7623 0.0 0.7 -0.4
O -0.8208 -1.4031 -4.9364 0.3 -0.5 -0.3
C -0.0075 -1.7929 -7.1226 -0.3 0.1 0.4
C 0.4403 -2.6899 -8.0032 0.3 1.0 -1.5
C 0.5639 -4.1297 -7.6455 0.2 -1.1 0.0
O 0.9612 -4.9336 -8.4822 -0.2 0.8 0.3
O 0.8059 -2.3127 -9.2823 -0.3 -1.2 1.5
O -0.5811 -4.0091 -4.1085 0.4 1.3 -2.1
H 0.3142 -5.5813 -6.0262 0.0 0.1 0.0
H -0.1044 -0.7435 -7.3698 0.1 -0.2 0.0
H 1.0939 -3.1402 -9.7260 -0.1 0.3 0.2
H -0.8748 -3.1827 -3.6668 0.0 -0.5 0.4
C 1.6948 5.5272 1.7913 0.8 0.0 -0.5
C 0.6155 6.2341 2.1321 -1.6 -1.3 1.5
C 0.4353 7.6399 1.6749 -0.8 1.1 0.0
O -0.5760 8.2579 1.9885 0.9 -0.7 -0.1
C 1.4999 8.2399 0.8556 -0.2 0.0 0.1
C 2.5807 7.5340 0.5178 0.9 1.1 -0.9
C 2.7475 6.1198 0.9519 -0.2 -1.0 0.5
O 3.7434 5.4908 0.6102 -0.4 0.7 -0.3
O 3.5862 8.0926 -0.2498 -0.7 -1.4 0.9
O -0.3768 5.6847 2.9230 2.0 1.9 -1.3
H 1.8376 4.5039 2.1148 0.0 0.1 0.0
H 1.3646 9.2680 0.5450 0.0 -0.1 0.0
H 4.2560 7.3827 -0.3590 -0.3 0.3 0.1
H -1.0493 6.3927 3.0270 -0.2 -0.4 -0.1
C 0.1948 -8.4851 0.3744 0.5 0.0 -0.1
C -0.8845 -7.7782 0.7152 -1.8 -1.4 1.0
C -1.0647 -6.3724 0.2580 -0.2 1.0 -0.3
O -2.0760 -5.7544 0.5716 0.5 -0.8 0.1
C -0.0001 -5.7724 -0.5614 -0.4 0.1 0.2
C 1.0807 -6.4783 -0.8992 1.0 1.1 -1.0
C 1.2475 -7.8925 -0.4650 0.4 -1.0 0.2
O 2.2434 -8.5215 -0.8067 -0.5 0.6 0.1
O 2.0862 -5.9197 -1.6667 -0.9 -1.4 1.0
O -1.8768 -8.3276 1.5061 -0.7 0.5 -6.3
H 0.3376 -9.5085 0.6978 0.0 0.0 -0.1
H -0.1354 -4.7443 -0.8720 -0.1 0.0 -0.1
H 2.7560 -6.6297 -1.7759 -0.3 0.3 0.1
H -2.5493 -7.6197 1.6101 0.2 -0.4 -0.3
C 1.6155 3.2514 -7.1902 0.0 -0.4 0.0
C 1.3728 4.5200 -6.8550 1.1 1.0 -1.2
C 0.4449 4.8621 -5.7416 -0.7 0.5 0.9
O 0.2563 6.0364 -5.4443 0.4 -0.7 -0.5
C -0.2220 3.7566 -5.0360 0.1 0.6 -0.1
C 0.0182 2.4882 -5.3737 -1.2 -1.3 1.3
C 0.9670 2.1457 -6.4685 0.5 -0.3 -0.6
O 1.1813 0.9699 -6.7437 -0.2 0.7 0.3
O -0.6072 1.4445 -4.7165 1.5 1.3 -1.6
O 1.9767 5.5646 -7.5304 -1.1 -0.8 1.3
H 2.2894 2.9884 -7.9958 0.0 0.0 0.1
H -0.9076 4.0198 -4.2407 0.0 0.0 0.0
H -0.2675 0.6273 -5.1423 -0.3 0.1 0.4
H 1.6416 6.3815 -7.1007 0.1 -0.3 -0.1
C 0.7651 -7.5729 6.4691 -0.3 0.2 -0.1
C 1.6391 -8.5702 6.3205 1.0 0.1 1.5
C 1.6410 -9.4217 5.0988 0.2 -0.7 -0.7
O 2.4686 -10.3187 4.9823 -0.4 0.7 0.4
C 0.6285 -9.1486 4.0669 0.3 -0.2 0.1
C -0.2477 -8.1534 4.2172 -1.1 0.2 -1.1
C -0.2315 -7.2849 5.4262 -0.2 0.8 0.8
O -1.0378 -6.3663 5.5275 0.5 -0.8 -0.4
O -1.2037 -7.8930 3.2526 3.0 1.1 6.3
O 2.5771 -8.8485 7.2977 -0.9 -0.3 -1.7
H 0.7540 -6.9448 7.3510 0.0 0.0 -0.1
H 0.6295 -9.7862 3.1922 0.0 0.0 0.1
H -1.7148 -7.1262 3.5923 0.3 -0.1 0.2
H 3.0920 -9.6114 6.9553 -0.2 0.3 0.1
C 7.3651 3.5748 3.4579 -0.2 0.1 -0.1
C 8.2391 2.5775 3.3093 0.9 0.1 1.5
C 8.2410 1.7260 2.0876 0.0 -0.7 -0.9
O 9.0686 0.8290 1.9710 -0.3 0.6 0.4
C 7.2285 1.9991 1.0557 0.5 -0.3 0.3
C 6.3523 2.9943 1.2060 -1.4 0.0 -1.9
C 6.3685 3.8628 2.4150 -0.5 1.0 0.7
O 5.5622 4.7814 2.5163 0.8 -0.9 -0.1
O 5.3963 3.2547 0.2414 1.5 -0.1 2.0
O 9.1771 2.2991 4.2865 -0.8 -0.3 -1.6
H 7.3540 4.2029 4.3397 0.0 0.0 -0.1
H 7.2295 1.3614 0.1810 0.0 0.0 0.1
H 4.8852 4.0214 0.5810 -0.3 0.0 -0.2
H 9.6920 1.5363 3.9441 -0.2 0.3 0.1
```
Forces are in eV/Å.

## Properties
E_LUMO	-0.728	eV
highest occupied orbital energy	-0.1855	Eh
Kohn-Sham gap	0.1587	Eh
M	1114.64	g mol⁻¹
DFT total energy	-4173.635880	Eh
total charge	-1

Results of the Löwdin charge analysis, in e, for atoms 1 through 6: -0.09, -0.28, -0.15, -0.54, -0.15, -0.59

=====

(3)
Entry from the OMol25 dataset: C8H7NS as an isolated structure (ωB97M-V with the def2-TZVPD basis set).

Geometry as XYZ:
```
17
Properties=species:S:1:pos:R:3:forces:R:3
C -1.7432 0.2002 0.7402 -0.1 -4.2 0.2
C -1.2639 -1.1608 0.6106 -2.5 2.0 1.3
C -1.0563 1.3016 0.5160 3.0 1.6 -0.8
C -0.0386 -1.5323 0.2168 2.0 -1.5 -0.5
C 2.8331 0.8392 0.6417 0.8 -1.3 0.3
C 0.8276 0.2556 -1.4898 0.3 1.3 -0.9
C 0.7911 0.9087 -0.1586 -2.1 -0.5 0.6
C 0.9795 -0.5944 -0.2461 0.2 0.2 1.2
N 1.8494 1.5930 0.4016 -1.0 0.8 -0.9
S 2.6955 -0.8804 0.2721 -1.2 0.9 0.0
H -2.7597 0.3013 1.1065 -0.2 0.2 -0.4
H -1.9509 -1.9306 0.9352 0.0 0.0 -0.1
H -1.2577 2.3358 0.6762 0.6 0.5 0.0
H 0.2684 -2.5686 0.2695 -0.2 -0.1 -0.2
H 3.7624 1.1830 1.0538 0.3 0.2 0.2
H -0.0948 0.1693 -2.0409 -0.2 -0.3 0.1
H 1.7029 0.4044 -2.1075 0.2 0.3 -0.1
```
Forces are in eV/Å.

## Properties
2S+1	3
E_LUMO (alpha / beta)	0.386 / -3.656	eV
highest occupied orbital energy (alpha / beta)	-0.1668 / -0.2866	Eh
Kohn-Sham gap (alpha / beta)	0.1810 / 0.1522	Eh
energy above the lowest of the compared OMol25 structures with the same formula, charge and spin	3.201	eV
M	149.22	g mol⁻¹
DFT total energy	-761.690417	Eh

Results of the Löwdin charge analysis, in e, for atoms 1 through 6: -0.22, -0.17, 0.06, -0.18, -0.41, -0.02

=====

- What is the M in the second record?
  1114.64 g mol⁻¹